C5H6O2 | ωB97M-V/def2-TZVPD

* HOMO level: -7.643 eV
* energy relative to the best compared isomer or geometry (same formula, charge and spin): 252.35 kJ/mol
* orbital gap: 8.23 eV
* spin multiplicity: 1
* maximum force: 0.091 Eh/bohr
* total charge: 0

XYZ file:
```
13
Properties=species:S:1:pos:R:3:nbo_charge:R:1
H -1.297 -0.129 2.085 0.22
C -0.093 -0.120 0.330 -0.32
H 0.894 2.447 -0.898 0.23
C 0.683 1.562 -1.486 -0.52
H -0.262 -3.126 -0.652 0.50
C -0.152 -1.325 -0.298 0.66
H -0.677 1.481 1.659 0.22
O 0.186 -0.940 -1.483 -0.51
H 0.371 0.232 2.393 0.21
C -0.440 0.415 1.680 -0.63
O -0.336 -2.540 0.119 -0.62
C 0.321 0.439 -0.889 0.34
H 0.801 1.603 -2.560 0.22
```